# 1
The following is a DFT calculation (ωB97M-V with the def2-TZVPD basis set) of a 32-piece molecular cluster, C13H75F5O35 overall.

Structure (XYZ):
```
128
Properties=species:S:1:pos:R:3:forces:R:3:lowdin_charge:R:1
O 2.576797 -2.858841 4.750454 0.088 -0.259 -0.077 -0.065
H 4.793024 1.751924 -4.094958 -0.031 0.149 -0.036 0.057
F -5.052273 -0.698264 0.399335 0.165 -0.018 0.027 0.121
H 1.629889 -5.325594 3.251098 -0.020 0.137 -0.057 0.038
H 0.998181 1.495006 5.240347 0.072 0.098 -0.125 -0.004
O -1.347869 -4.042945 1.300683 -0.240 0.137 0.012 -0.043
O -1.339284 -0.132366 3.803608 0.085 -0.236 0.250 0.121
H 4.767918 2.299217 -2.657968 -0.083 -0.005 0.064 0.044
O 5.987270 4.011282 1.655127 0.030 -0.056 -0.075 -0.042
H -1.718340 3.182198 -1.504290 0.244 -0.137 -0.045 0.002
H -6.451317 1.323586 6.850438 0.009 0.029 0.006 0.029
H 3.133829 0.038661 1.009964 -0.013 -0.189 -0.068 0.053
O -2.086972 2.027774 5.572936 0.006 -0.125 -0.051 -0.055
H -1.893436 1.227741 5.066077 -0.047 -0.003 -0.040 -0.001
C -1.657063 0.372300 0.068624 -0.440 0.174 0.111 -0.214
H 2.525756 -2.103695 5.351777 -0.125 0.078 -0.041 -0.012
H -2.732858 -6.527014 -2.473661 0.017 -0.011 -0.090 0.048
O 5.041854 -0.939443 -2.637142 0.009 0.036 -0.075 -0.049
O -1.930417 8.390539 -1.613945 -0.014 0.047 0.019 -0.057
H -3.211708 0.946642 -8.893983 -0.051 -0.025 0.013 -0.014
H 0.012546 -0.287293 -5.140726 0.566 -0.116 0.117 -0.050
H 7.605071 -1.143698 5.098699 -0.041 -0.002 -0.108 0.064
H -4.220542 -5.868684 -5.927772 0.000 0.034 -0.057 0.050
H 0.993529 -1.045266 3.433908 0.107 0.123 -0.103 0.103
F -2.712374 -1.194897 -2.141619 0.228 -0.075 -0.225 0.166
O -1.240105 4.019663 -1.535188 -0.494 0.104 -0.030 -0.062
F -4.198047 0.376172 -1.950136 -0.151 0.471 -0.084 0.191
H 2.078553 1.654453 -2.753638 -0.243 0.156 -0.442 0.046
O 1.490650 -5.575687 2.329849 -0.045 -0.221 0.050 -0.050
C 2.198773 -1.568280 1.748517 -0.184 -0.042 -0.136 -0.378
H -3.048506 2.088400 5.541917 0.006 0.079 0.027 0.016
H -2.503173 6.091578 0.626216 -0.104 -0.091 0.006 0.023
H 6.675874 -1.574065 -3.995564 -0.130 -0.133 0.184 -0.007
O 6.904835 -0.485295 5.158636 0.049 0.037 0.058 -0.037
O -3.660774 -5.086396 -5.932605 -0.056 0.116 0.075 -0.050
H -4.781179 2.499467 3.221565 0.124 -0.089 0.022 0.023
H -3.027833 -5.034804 -2.332462 -0.007 -0.038 0.019 0.036
H 4.990711 -0.917053 5.666076 0.045 0.081 0.111 0.015
H 2.647894 -2.540602 -4.398110 -0.001 0.051 -0.040 0.037
C -0.260666 0.151655 0.538145 0.215 -0.026 0.327 -0.180
O -4.971591 2.079350 4.074389 -0.094 0.060 0.021 -0.050
C -2.520821 -0.900101 1.932063 0.056 -0.265 -0.091 0.120
H 5.012140 -0.620751 2.360107 -0.096 0.107 -0.157 0.025
H 4.592678 -1.110466 7.129764 0.031 0.031 -0.040 0.055
O -3.136266 1.024336 -9.854856 -0.015 0.044 -0.003 -0.065
H -3.990774 0.091905 -6.470730 -0.066 -0.087 -0.241 0.053
O 4.233152 -0.881720 6.267245 -0.026 0.016 0.121 -0.045
O 3.218407 -0.925606 0.959563 -0.222 0.137 0.161 -0.062
C -0.065733 -0.261514 1.803852 -0.073 -0.141 -0.061 -0.036
H 2.690655 -2.115335 2.556849 0.210 0.237 -0.059 0.108
H -3.447331 -4.945884 -5.001801 0.053 -0.228 0.029 0.014
O -4.311164 2.126457 1.200129 -0.163 0.002 0.052 -0.028
H 0.674064 -2.272537 0.296233 0.015 0.014 0.178 0.068
O 4.242909 1.861873 0.081177 0.178 0.090 -0.317 -0.048
H -5.540258 2.315543 6.121755 -0.016 -0.019 -0.087 -0.007
H 1.799847 0.326054 2.728639 -0.079 -0.064 -0.084 0.144
O 1.480259 -0.340866 5.900436 0.045 -0.357 -0.030 -0.063
O 0.837147 2.278217 5.778907 -0.135 0.191 0.003 -0.068
O -1.419779 -0.196610 -4.714618 -2.089 0.222 0.231 -0.026
O 0.728492 0.284828 -0.338875 0.067 -0.076 -0.158 0.000
O -2.004292 1.234246 -0.703538 0.183 -0.015 -0.391 0.127
C -3.908471 -0.867738 -1.628745 0.374 -0.027 0.457 -0.575
O -1.881561 5.413245 0.918592 -0.015 0.039 -0.038 -0.046
H 3.066668 -3.525077 5.246203 -0.129 -0.009 0.056 0.011
C 1.485687 -2.633996 0.929083 0.591 -0.148 -0.158 -0.033
H -5.139285 2.070909 -4.683216 0.021 0.051 -0.024 0.023
O -5.744821 1.959185 6.994834 0.008 0.014 0.041 -0.059
H 0.401362 2.290973 -2.930496 0.188 0.137 0.131 0.074
H 0.718551 0.571891 -2.887013 0.049 0.025 0.286 0.058
O -5.496930 2.262363 -5.555426 0.041 -0.113 -0.022 -0.051
H 6.895679 3.965286 1.340744 -0.015 0.004 0.022 0.045
C -2.681305 -0.544730 0.669315 -0.155 -0.232 -0.078 -0.033
H 0.756411 0.054312 6.396557 0.026 -0.027 0.133 0.051
H -3.592587 5.456435 -1.648994 0.172 0.036 0.039 0.047
H -2.287371 -3.933578 1.122118 0.001 -0.088 -0.050 0.013
H -2.454879 -2.360038 -6.080013 0.160 -0.074 -0.053 0.017
H 4.582327 -0.116451 -2.854867 -0.124 0.114 0.047 0.006
H -5.650583 1.427219 3.875155 0.045 -0.012 0.010 0.048
H 8.171023 -1.799959 -3.803733 -0.033 -0.019 0.005 0.027
H 0.312011 2.338617 -0.574538 -0.038 -0.213 0.022 0.103
H 7.327836 0.301058 5.519947 -0.046 -0.011 0.021 0.064
O 2.303849 -3.079606 -5.120213 0.049 -0.089 0.023 -0.052
H -2.607290 7.789386 -1.283440 0.145 -0.100 0.043 -0.016
O -3.229044 0.518691 -6.881188 -0.020 0.122 0.239 -0.057
H 5.768630 0.356053 3.280701 0.058 -0.149 -0.050 0.007
H -3.205830 -1.550176 2.469443 0.033 0.230 0.068 0.155
H -1.108820 -4.902453 0.941317 0.102 0.015 0.070 0.037
C 1.247406 -0.588339 2.471135 0.019 0.059 0.198 -0.042
H 2.232797 -3.084983 0.266181 -0.062 0.023 0.088 0.090
H -3.206627 -3.337295 -6.966328 0.068 -0.083 -0.025 0.011
H 4.937032 1.191992 0.054396 -0.062 -0.089 0.202 0.036
H -2.582063 -0.198761 -6.947360 -0.077 -0.052 -0.156 0.033
O 2.670646 -5.171576 6.889345 0.070 -0.058 0.042 -0.048
O 0.907954 -0.579256 -4.917766 1.258 -0.346 -0.383 -0.091
H 1.102684 -6.455387 2.363759 0.069 -0.012 0.072 0.037
H 2.036962 -3.905706 -4.706527 0.015 0.013 -0.032 0.041
O -3.182190 -5.793599 -2.905182 -0.029 0.170 0.023 -0.041
H 2.065896 -5.912883 6.787549 0.008 0.027 -0.013 0.041
C -3.845257 -1.105794 -0.098510 -0.340 -0.069 -0.172 -0.353
H -4.989255 1.480635 0.971824 0.043 0.010 -0.051 0.038
H -4.742746 2.204761 -6.154496 0.025 0.058 0.039 0.016
H -1.117366 7.875238 -1.587515 -0.026 0.001 -0.023 0.039
F -4.818010 -1.648818 -2.175350 -0.378 -0.414 -0.179 0.201
H 2.286774 0.035681 6.274423 0.075 -0.045 0.000 0.033
H 1.096758 -1.331777 -5.492117 0.128 0.009 0.111 0.011
F -3.826959 -2.472621 0.024655 -0.064 0.174 0.119 0.111
C 0.999896 1.581520 -0.952149 0.320 0.454 0.019 -0.163
H 1.160281 -3.427744 1.601642 -0.326 0.180 -0.210 0.047
H 5.947514 4.803318 2.199924 -0.063 -0.015 -0.029 0.045
C -1.294789 -0.410833 2.627078 0.233 0.123 -0.054 -0.279
O 4.210385 1.913619 -3.344224 0.271 -0.230 -0.020 -0.047
H 4.669580 2.614808 0.512536 -0.068 -0.011 0.217 0.017
H -3.516715 1.880917 -10.068530 0.021 -0.017 0.009 0.028
H -4.131145 2.595617 0.377949 0.075 0.068 0.060 0.052
H -4.359296 6.778463 -1.673042 -0.153 -0.119 -0.003 0.057
H -1.989810 5.338744 1.871538 0.044 -0.015 -0.022 0.058
H -1.705606 -0.642589 -3.909069 0.272 0.116 0.011 0.055
O -3.973220 6.131300 -1.071129 0.047 0.124 -0.080 -0.052
H 2.007779 1.819673 -0.608424 -0.191 0.067 0.192 0.094
H -1.994635 0.570135 -4.815824 -0.094 0.040 -0.131 0.070
O 7.419569 -2.093181 -4.326830 0.073 0.107 -0.073 -0.068
O 5.545984 0.184519 2.359497 0.088 0.024 0.061 -0.054
C 1.036148 1.532230 -2.469867 -0.082 -0.457 -0.009 -0.038
H -1.409972 4.401430 -0.660916 0.158 0.112 0.139 -0.008
H 2.475021 -4.814002 7.761230 -0.014 0.033 -0.042 0.044
O -2.665146 -2.536094 -7.003974 -0.114 0.253 0.222 -0.051
H -0.124505 2.382674 5.770381 -0.070 0.188 0.020 0.000
H 4.537025 -1.317356 -1.908960 0.032 -0.012 0.051 0.040
```
Forces are in eV/Å.

Its HOMO energy is -9.395 eV. Its lowest unoccupied orbital energy is -1.6 eV.

=====

# 2
The following is a DFT calculation (ωB97M-V with the def2-TZVPD basis set) of one molecule with the formula C6H12O.

Structure (XYZ):
```
19
Properties=species:S:1:pos:R:3:forces:R:3:lowdin_charge:R:1
C -0.995218 -0.697189 0.618681 0.784 0.841 -0.421 -0.158
H 2.847314 1.596979 0.268356 -0.129 -0.176 0.008 0.072
H 2.857713 0.093911 1.203224 0.017 0.056 -0.090 0.070
C 0.134448 0.509610 0.615481 -0.350 -0.841 0.689 -0.142
H -3.051546 0.325208 0.657993 0.106 0.038 -0.070 0.102
H 1.274536 -0.951828 -0.477313 0.175 -0.064 -0.025 0.102
H -3.198365 -1.480454 0.642938 0.827 0.189 0.334 0.106
C 2.707113 0.510592 0.202448 -0.039 0.000 0.088 -0.121
H -0.854826 0.836385 -1.790210 0.350 -0.345 -0.154 0.079
H 0.465036 0.547364 1.639829 0.614 -0.007 0.452 0.082
H 1.228306 0.564340 -1.343260 -0.272 -0.067 0.439 0.101
H -0.701544 -1.677402 1.051578 0.345 0.911 -0.525 0.133
H -0.113674 1.567821 0.370167 -0.759 -1.118 0.315 0.117
C -1.660494 -0.636149 -0.713021 -0.194 0.138 -0.353 -0.382
O -1.582505 0.680984 -1.191122 -1.040 0.264 -1.148 -0.053
C -2.542834 -0.613793 0.478339 0.150 0.324 0.023 -0.054
C 1.319736 0.129385 -0.329006 -0.188 -0.272 0.174 -0.268
H 3.504362 0.120704 -0.444023 -0.214 0.071 0.093 0.069
H -1.637561 -1.426467 -1.461077 -0.182 0.056 0.171 0.145
```
Forces are in eV/Å.

Its energy relative to the best compared isomer or geometry (same formula, charge and spin) is 56.0 kcal per mole. Its HOMO energy is -9.504 eV. As for the SMILES: CCC[C@H]1C[C@H]1O. Its lowest unoccupied orbital energy is 1.0 eV.

=====

# 3
The following is a DFT calculation (ωB97M-V with the def2-TZVPD basis set) of one molecule with the formula C17H17BrN2O2.

Structure (XYZ):
```
39
Properties=species:S:1:pos:R:3:forces:R:3:lowdin_charge:R:1
H -4.973208 -0.996822 3.039668 -0.034 -0.056 -0.020 0.121
C -0.389814 2.862769 -0.417340 -0.286 -0.514 0.169 0.018
N -4.026239 -1.712996 4.727737 -0.100 0.004 -0.030 -0.286
H -2.595147 -0.208761 3.101205 0.016 0.015 0.012 0.126
H 0.891465 4.423381 -1.141326 0.028 0.084 -0.017 0.109
C 2.507349 0.158063 -1.854805 0.185 -0.269 -0.089 -0.587
C -1.005519 -1.311263 0.041082 0.117 -0.162 -0.089 -0.357
C 0.759666 3.357424 -1.037691 0.297 -0.079 -0.155 -0.047
H 2.603095 2.891782 -1.992765 0.024 0.006 -0.012 0.074
H -3.078242 -2.738469 6.262880 0.051 -0.050 0.034 0.082
C 0.396250 0.601332 -0.758356 0.174 0.041 -0.090 -0.049
C -3.145044 -2.770938 5.176485 0.022 0.111 -0.022 -0.107
O -1.203407 -2.498806 0.193776 0.011 0.007 0.021 0.100
H -5.939723 -0.973138 5.071544 -0.076 0.004 0.019 0.081
H 3.051039 -1.889042 -2.075627 0.058 -0.003 -0.030 0.103
C 2.312424 -1.193041 -1.708694 0.288 0.360 -0.163 -0.106
H -3.914084 -0.142381 0.990238 0.101 -0.130 -0.012 0.126
H -3.401235 -1.818569 0.627083 0.005 0.150 0.022 0.130
H -2.066891 -1.856336 2.710907 0.047 0.022 0.008 0.104
N -1.927072 -0.374435 0.474040 -0.355 -0.147 0.102 0.062
C 0.207226 -0.787936 -0.613740 0.514 -0.224 -0.252 -0.059
H -4.395635 -2.668377 2.864260 -0.074 0.022 0.018 0.130
H -5.852374 -2.750359 5.103351 -0.029 -0.037 0.004 0.087
H -2.148819 -2.616998 4.769227 0.082 -0.078 0.022 0.075
C -3.127455 -0.886425 1.125965 -0.248 -0.189 0.245 -0.133
H 0.996414 -2.727993 -0.965342 -0.039 -0.073 0.024 0.126
Br 4.098552 0.745035 -2.712742 -0.138 -0.084 0.076 0.792
C 1.565673 1.105429 -1.389197 -0.180 -0.146 0.098 -0.184
C 1.717733 2.500399 -1.514197 -0.077 0.272 0.033 -0.037
H -5.188566 -1.791951 6.445624 -0.071 -0.015 0.054 0.080
H -3.498303 -3.770752 4.876266 -0.013 -0.042 -0.011 0.089
C 1.158593 -1.667748 -1.085205 -0.568 0.247 0.291 0.019
C -0.574241 1.503359 -0.277556 0.249 0.545 -0.141 -0.059
H -1.149397 3.530215 -0.039481 -0.072 0.023 0.038 0.124
C -2.883571 -1.140458 2.611998 -0.245 -0.081 -0.135 -0.151
O -2.656680 1.741946 0.805902 0.032 0.013 0.031 0.101
C -1.797119 1.001418 0.377581 -0.041 0.218 -0.023 -0.353
C -5.322201 -1.820629 5.365217 0.059 0.031 -0.019 -0.116
C -4.149545 -1.674288 3.280411 0.287 0.205 -0.010 -0.227
```
Forces are in eV/Å.

Its energy relative to the best compared isomer or geometry (same formula, charge and spin) is 0.0 kcal per mole. Its HOMO energy is -8.522 eV. As for the SMILES: CN(C)CCCN1C(=O)c2cccc3c(Br)ccc(c23)C1=O. Its lowest unoccupied orbital energy is -1.0 eV.

=====

Number 1: gap between HOMO and LUMO 7.830 eV, F_max 2.1 eV Å⁻¹, E_tot -3673.036400 Ha. Number 2: gap between HOMO and LUMO 10.471 eV, F_max 1.6 eV Å⁻¹, E_tot -310.970028 Ha. Number 3: gap between HOMO and LUMO 7.506 eV, F_max 0.7 eV Å⁻¹, E_tot -3492.068202 Ha.